# 1
A structure of composition C40H30F6GeIN4O10S2Zr, computed with wB97M-V/def2-TZVPD.

Geometry as XYZ:
```
95
Properties=species:S:1:pos:R:3:forces:R:3:mulliken_charge:R:1
Zr 0.10780 -0.08500 -0.03650 -0.7919 -0.3481 -0.5620 -0.612
O -1.08740 2.00650 4.10670 0.1660 -0.1916 -0.6402 -0.687
C -0.52160 1.47510 2.95670 -0.1532 -0.3361 0.1997 0.095
O -0.97190 0.20750 2.70350 0.4234 0.6521 0.5844 -0.290
C 0.37590 2.16360 2.21120 -0.3670 -0.4196 0.3939 0.626
C 0.86600 3.46350 2.63710 0.2183 0.1771 -0.0080 -1.264
C 1.88440 4.06730 1.99310 -0.3416 -0.1114 0.4543 -1.013
C 2.42450 3.45670 0.82120 -0.0221 -0.9462 -0.4204 -1.274
C 1.86950 2.28310 0.38780 1.1746 0.9058 -0.0166 0.018
N 0.86690 1.61570 0.99830 -0.1961 -0.0477 0.1056 2.115
C 2.24760 1.68200 -0.93410 1.3113 1.3807 -0.0112 0.604
O 3.19690 2.08840 -1.58380 -0.5081 -0.1682 0.1741 -0.750
O 1.43230 0.74410 -1.31830 0.1742 0.3865 -0.1613 -0.301
H -1.60940 1.29060 4.49520 0.0617 -0.0020 -0.0332 0.396
H 0.38750 3.90130 3.49990 0.0371 0.0678 0.0763 0.557
H 2.27940 5.02050 2.31940 -0.1094 0.0212 0.0834 0.544
H 3.21230 3.93030 0.25740 0.0256 -0.1211 -0.1551 0.532
F 2.38970 0.16470 -3.62780 -0.1384 -0.2772 -0.0467 -0.171
C 2.85670 -0.91160 -3.02110 0.4212 -0.0211 -0.1168 0.733
F 3.58660 -0.60470 -1.96210 -0.0939 -0.0625 -0.1396 -0.206
F 3.67070 -1.53570 -3.88790 -0.1700 -0.2291 0.0127 -0.270
S 1.50080 -2.13200 -2.55230 0.8059 -0.5519 -0.9612 1.028
O 0.41140 -1.43630 -1.91200 -0.2957 0.4313 -0.3521 -0.249
O 1.19370 -2.81360 -3.76490 0.1395 -0.0314 0.1348 -0.737
N 2.20520 -3.03000 -1.45020 -0.0790 0.2788 -0.4028 -0.866
S 1.71480 -2.57130 -0.03040 1.2185 -2.8039 0.7147 1.336
O 0.33000 -2.79990 0.25680 -0.2526 -0.2976 0.0534 -0.243
O 2.16720 -1.27020 0.38670 0.4586 0.7721 0.3991 -0.521
C 2.69170 -3.90560 0.88420 0.3308 -0.4022 -0.1538 0.304
F 2.56460 -3.91900 2.20820 -0.2593 0.5653 -0.2930 -0.012
F 2.27920 -5.09160 0.43910 -0.2330 0.0725 -0.1358 -0.236
F 3.98760 -3.79520 0.60610 0.0297 0.3129 -0.0825 -0.228
C 0.04290 -0.69750 2.12150 0.1029 0.1103 1.2619 0.101
Ge -0.00970 -2.28760 3.30420 -0.3061 -0.1667 1.1390 2.189
C -1.32940 -1.94530 4.79520 0.2833 -0.0147 -0.6102 0.431
C -2.48960 -2.68440 4.99480 0.1322 -0.1519 -0.2321 -0.290
C -3.35700 -2.38860 6.03430 -0.1745 -0.0173 0.1530 -0.716
C -3.09090 -1.33030 6.88590 -0.1176 -0.1338 0.0144 -0.546
C -1.94200 -0.58110 6.69900 0.0020 0.1159 0.1297 -0.523
C -1.07110 -0.89680 5.67180 0.1828 0.0221 -0.0466 -1.345
C -0.69760 -4.00740 2.57610 0.3163 0.5956 0.1844 1.038
C -0.17060 -5.27080 2.78310 0.1217 0.1127 0.1631 -0.279
C -0.81590 -6.39720 2.29890 -0.0310 -0.2096 0.0056 -0.787
C -1.99470 -6.27150 1.58670 -0.0249 -0.0668 -0.0338 -0.753
C -2.52270 -5.01000 1.35490 -0.1996 -0.0161 -0.0392 -1.078
C -1.88060 -3.89340 1.85560 -0.0313 0.1000 0.0640 -1.055
C 1.70690 -2.35410 4.38060 -0.6275 0.1244 -0.6229 0.304
C 2.14120 -3.46460 5.09440 -0.1898 -0.0688 -0.0550 -0.448
C 3.33680 -3.44480 5.79240 -0.0134 -0.1954 0.0918 -0.755
C 4.11650 -2.30070 5.81230 0.0740 0.0937 0.0360 -0.532
C 3.67500 -1.16980 5.14650 0.1246 0.0005 0.0832 -1.030
C 2.48470 -1.20360 4.44190 -0.1272 0.1613 -0.1760 -0.457
H 1.02880 -0.27690 2.40530 -0.3393 -0.1788 0.0456 0.363
H -2.71740 -3.50820 4.32960 -0.0449 -0.0452 0.0214 0.307
H -4.24610 -2.98680 6.18890 -0.0343 -0.0276 -0.0535 0.390
H -3.76970 -1.10310 7.69670 -0.0299 0.0448 0.0299 0.367
H -1.73100 0.24280 7.36540 0.0982 0.0998 0.0408 0.405
H -0.16290 -0.32440 5.54490 0.1130 0.1584 0.0611 0.574
H 0.75210 -5.37700 3.33160 0.1226 -0.1148 0.0461 0.123
H -0.40480 -7.37960 2.48840 0.0592 -0.0431 -0.0114 0.412
H -2.50680 -7.15220 1.22200 0.0050 -0.0150 -0.0481 0.374
H -3.44770 -4.91290 0.79930 -0.0298 0.0428 -0.0118 0.427
H -2.28820 -2.90070 1.70570 -0.1351 -0.0127 -0.0673 0.990
H 1.53560 -4.35920 5.10050 -0.0024 -0.1592 0.0488 0.319
H 3.65970 -4.33350 6.31920 0.0275 -0.0200 0.0411 0.413
H 5.05690 -2.28820 6.34690 0.0276 -0.0059 0.0320 0.370
H 4.25380 -0.25730 5.15980 0.0820 0.0454 0.0322 0.458
H 2.16650 -0.30380 3.92870 0.0483 0.0216 -0.0170 0.631
I 0.90520 7.12920 0.07560 -0.1046 -0.1779 -0.0887 0.047
C -0.27650 5.39170 -0.05550 0.1567 0.4324 -0.0492 -0.497
C 0.12800 4.35280 -0.87090 -0.0171 -0.0193 -0.2542 -0.473
C -0.62330 3.18460 -0.88440 -0.4312 0.1751 -0.0421 0.406
C -1.76520 3.08320 -0.09520 0.1008 -0.0972 -0.0769 0.957
C -2.18160 4.16260 0.67250 -0.0703 -0.1075 -0.2082 -1.005
C -1.43110 5.32550 0.69830 -0.2404 -0.0291 0.0594 -0.506
C -2.46320 1.75770 0.04000 -0.9876 0.9603 0.0114 -0.516
O -3.67390 1.63750 -0.03460 0.5070 -0.0587 0.0591 -0.704
O -1.64720 0.79150 0.30790 -0.5400 0.0356 0.4806 0.175
H 1.03090 4.42910 -1.45990 -0.0400 0.0235 -0.0534 0.632
H -0.33100 2.35340 -1.52200 0.0023 0.2012 0.1244 -0.039
H -3.09140 4.08800 1.24900 -0.0366 -0.0754 0.1077 0.472
H -1.75830 6.15740 1.30470 0.0976 0.0575 0.0397 0.395
N -2.26330 -1.59500 -0.59020 0.1284 0.1440 0.5079 0.416
C -2.25340 -1.16950 -1.88940 -0.4371 0.3750 -0.7415 0.140
C -2.84490 -1.92160 -2.91490 0.1183 0.0815 0.1150 -1.119
C -2.77600 -1.45250 -4.20660 0.1306 0.0828 0.1941 -0.438
C -2.11880 -0.25370 -4.46100 0.0606 0.0728 0.0264 -1.049
C -1.53020 0.40400 -3.39650 -0.1533 0.0837 -0.2127 -0.315
N -1.60270 -0.02090 -2.14090 -0.0729 -0.5644 0.0742 0.644
H -2.84620 -2.39300 -0.38440 0.2342 0.1082 0.0170 0.278
H -2.25010 -0.83020 0.10390 -0.7753 -0.4788 -0.3397 0.060
H -3.32120 -2.86170 -2.68060 -0.0833 -0.0690 0.0238 0.470
H -3.21760 -2.01900 -5.01250 -0.0615 -0.0420 -0.0778 0.413
H -2.05500 0.14540 -5.46050 0.0771 0.0527 -0.0576 0.432
H -0.96360 1.31650 -3.55000 -0.0120 -0.0080 -0.0323 0.371
```
Forces are in eV/Å.

The charge is -1. The calculation puts the gap between HOMO and LUMO at 5.695 eV.

# 2
A structure of composition C40H31Br2ClN4OS2Tc, computed with wB97M-V/def2-TZVPD.

Geometry as XYZ:
```
82
Properties=species:S:1:pos:R:3:forces:R:3:mulliken_charge:R:1
Tc -0.36695 0.05936 0.62884 1.8925 0.0056 -1.0092 0.219
Br -1.35909 -1.49015 7.05765 0.0715 0.0168 -0.2610 -0.057
C -0.93517 -1.15508 5.26314 0.0686 0.0456 0.1505 -0.451
C 0.10791 -0.29585 4.93369 -0.1122 -0.1385 0.1203 -0.874
C 0.34563 -0.03858 3.60345 0.0825 0.1414 -0.0692 -0.520
N -0.37258 -0.58918 2.61745 -0.4770 -0.0553 0.4952 0.777
C -1.35683 -1.45654 2.93331 0.1912 0.1009 0.1926 0.680
C -1.66865 -1.75195 4.24839 -0.0154 -0.0957 -0.0692 -0.819
C -2.07620 -2.01424 1.77779 -0.0050 -0.0884 -0.2007 0.794
C -3.02682 -3.00963 1.88975 -0.0149 0.0091 0.0801 -0.766
C -3.68988 -3.45474 0.75455 -0.0849 -0.0896 -0.0288 -0.554
Br -4.99406 -4.79138 0.88771 0.1951 0.2056 -0.0283 -0.055
C -3.35576 -2.90317 -0.47552 -0.0577 -0.2011 0.1226 -0.992
C -2.36098 -1.95639 -0.51722 0.1288 0.0438 -0.2338 -0.572
N -1.73250 -1.48425 0.57373 -0.7136 -0.7268 0.1856 0.713
H 0.70445 0.17366 5.70215 0.0272 0.0161 -0.0345 0.522
H 1.13666 0.63489 3.30246 -0.0828 0.0692 -0.0302 0.655
H -2.48101 -2.41909 4.49404 0.0118 -0.0005 -0.0036 0.549
H -3.25877 -3.44345 2.85080 0.0008 0.0149 -0.0077 0.536
H -3.83267 -3.23763 -1.38516 0.0334 0.0304 -0.0295 0.594
H -2.04602 -1.55890 -1.47139 0.0454 -0.0268 0.0480 0.785
S -5.11786 1.88106 -4.28082 0.1431 -0.1027 0.2471 -0.169
C -6.67994 1.60196 -3.66772 -0.0336 -0.0064 0.0001 -0.364
C -6.65536 1.04596 -2.42382 -0.1435 0.0271 -0.0881 -0.659
C -5.34040 0.83845 -1.95713 0.2712 0.0074 0.0265 -0.373
C -4.37691 1.23843 -2.85141 -0.4678 0.0683 -0.1905 0.275
C -2.92939 1.17163 -2.71667 0.3436 0.0633 -0.1535 1.101
C -2.34088 0.88581 -1.47873 -0.1253 0.1052 0.0041 -1.642
N -1.02988 0.78128 -1.27590 -0.3249 0.0287 -0.2212 1.732
C -0.18861 1.07327 -2.29966 -0.1461 0.1106 -0.1321 -0.437
C -0.67944 1.36141 -3.58640 0.0117 -0.0188 0.1839 0.824
C 0.25115 1.65633 -4.63788 0.1506 0.0208 -0.1252 -1.252
C 1.57793 1.71267 -4.40002 -0.0567 0.0274 -0.0906 -1.182
C 2.10175 1.47255 -3.08685 -0.2543 -0.1274 0.2356 0.655
C 3.46579 1.51013 -2.78950 0.1321 0.0087 0.2030 -0.679
C 3.91742 1.25803 -1.50112 -0.3249 0.0790 -0.2256 1.057
C 2.92389 1.02472 -0.52274 0.1609 0.1707 -0.0878 -1.371
N 1.64258 0.96178 -0.78889 -0.4697 -0.2915 0.1874 1.142
C 1.21206 1.15305 -2.04312 0.5392 0.0913 -0.2694 -0.731
C 5.32971 1.20377 -1.16893 0.4518 -0.1232 0.2207 0.317
C 6.40537 1.47237 -1.97978 -0.3230 0.0709 0.0399 -0.513
C 7.64775 1.24639 -1.35252 0.1461 -0.0240 0.0761 -0.571
C 7.51297 0.80012 -0.07263 0.0106 0.0109 -0.0089 -0.398
S 5.87797 0.64918 0.38284 -0.0712 0.1098 -0.2240 -0.079
C -2.06140 1.37208 -3.78555 -0.1382 -0.1001 0.2924 -0.708
H -7.54448 1.86490 -4.25664 0.0206 0.0057 0.0028 0.464
H -7.54883 0.79584 -1.87202 0.0230 -0.0019 0.0214 0.405
H -5.12102 0.40455 -0.99058 -0.0137 -0.0188 -0.0036 0.401
H -2.97604 0.73548 -0.61378 0.0260 -0.0409 -0.0128 0.421
H -0.14112 1.84355 -5.62914 0.0068 0.0227 0.0094 0.490
H 2.27624 1.95073 -5.19240 -0.0474 -0.0149 -0.0324 0.493
H 4.16881 1.73590 -3.58024 0.0059 -0.0564 -0.0295 0.429
H 3.21190 0.90519 0.51754 -0.0219 -0.1059 -0.0068 0.292
H 6.31359 1.83586 -2.99301 0.0155 -0.0146 -0.0121 0.378
H 8.60308 1.40558 -1.82956 -0.0075 0.0070 0.0147 0.416
H 8.29549 0.55563 0.62789 -0.0235 -0.0078 0.0005 0.433
H -2.45809 1.54971 -4.77756 0.0469 0.0465 -0.0309 0.527
Cl -0.03602 -4.50177 -0.55946 -0.2405 0.1111 -0.1309 -0.180
C 0.64705 -4.03515 0.96611 0.2235 0.2259 0.1161 0.797
C 0.78711 -5.02847 1.92520 -0.0358 -0.0913 0.0802 -0.641
C 1.41855 -4.74966 3.12356 -0.0093 0.0144 -0.0053 -0.660
C 1.93908 -3.48098 3.34720 0.0460 0.0412 0.0856 -0.823
C 1.81265 -2.50815 2.37665 -0.0649 -0.0747 -0.1636 -0.554
C 1.13855 -2.73896 1.16790 -0.0144 -0.3283 0.1029 0.146
C 1.06535 -1.64549 0.16883 -0.5494 0.3069 0.4597 -0.859
H 0.42520 -6.02690 1.71871 -0.0149 0.0292 -0.0392 0.485
H 1.54348 -5.53007 3.86164 -0.0423 0.0006 0.0085 0.449
H 2.45844 -3.26461 4.27178 0.0427 0.0017 -0.0267 0.470
H 2.25176 -1.52809 2.53041 0.0543 -0.0647 0.0211 0.526
H 0.76284 -1.99200 -0.81980 -0.0363 0.1019 -0.0249 0.672
H 2.03759 -1.17505 0.11151 -0.0431 0.1770 -0.0355 0.497
C 1.15190 3.82488 1.08613 -0.1652 -0.2800 0.0479 -1.250
C -0.17738 3.16132 1.43645 -0.0431 0.9863 -0.1704 0.330
C -1.31494 3.72574 0.58604 0.1577 -0.2889 0.1225 -1.235
O -0.09138 1.76336 1.28911 -0.0255 -0.1288 0.4926 -0.764
H 1.07386 4.89986 1.24184 0.0213 0.0065 0.0077 0.521
H 1.39822 3.63901 0.03957 0.0464 0.0350 0.0019 0.204
H 1.95223 3.44261 1.72080 0.0408 0.0031 -0.0536 0.281
H -0.39960 3.36783 2.49149 0.0081 -0.1494 -0.0373 0.330
H -1.14947 3.47148 -0.46268 -0.0179 0.0590 -0.0386 0.178
H -1.34327 4.81019 0.67802 -0.0320 0.0028 0.0117 0.539
H -2.27837 3.32598 0.90784 -0.0039 0.0003 -0.0417 0.249
```
Forces are in eV/Å.

The charge is +2. The calculation puts the gap between HOMO and LUMO (alpha / beta) at 6.319 / 5.694 eV. The spin multiplicity is 4.

Maximum force list, top to bottom, in eV/A: 3.14, 2.14
Energy relative to the best compared isomer or geometry (same formula, charge and spin) list, top to bottom, in kcal/mol: 110.92, 8.54